C6H11N2S | ωB97M-V with the def2-TZVPD basis set

Output
structure (SMILES)	C[NH2+][C@H](S)c1cc[nH]c1
2S+1	1
ΔE to the lowest compared entry with this formula, charge and spin	194.78	kJ/mol
net charge	+1

Structure (XYZ):
```
20
Properties=species:S:1:pos:R:3:forces:R:3:mulliken_charge:R:1
C 1.440964 0.691405 0.001413 0.5 -0.5 -0.6 -0.468
C 2.766598 0.455911 0.101986 -0.8 -2.4 0.2 -0.841
C 1.729742 -1.535178 -0.244247 0.1 1.8 -0.2 -0.964
C 0.773051 -0.516042 -0.305402 -0.3 -1.2 0.9 0.622
C -1.665857 1.458997 0.389204 -0.1 2.5 -2.1 -0.783
C -0.756935 -0.713363 -0.366732 4.3 -0.8 1.7 -0.087
N 2.937061 -0.904228 0.012650 -2.7 0.7 -0.5 0.020
N -1.339351 0.138019 0.758075 -1.1 -4.3 0.6 -0.082
S -1.121573 -2.485813 -0.305676 -1.9 0.7 -0.8 -0.123
H 1.110265 1.657760 0.095156 -1.1 1.9 0.0 0.347
H 3.572996 1.082534 0.277860 1.2 1.0 0.3 0.474
H 1.585847 -2.587945 -0.429795 0.6 0.1 0.0 0.392
H -2.110745 1.972961 1.236057 -0.6 0.0 -0.4 0.376
H -0.791214 2.071187 0.090592 -0.2 -0.7 0.5 0.266
H -2.213161 1.372332 -0.585983 -0.4 0.5 1.3 0.337
H -1.087521 -0.233200 -1.219250 -1.2 0.3 -2.1 0.339
H 3.799924 -1.309477 -0.084006 2.3 -1.3 -0.1 0.169
H -2.215122 -0.480904 0.906938 1.3 1.6 0.8 0.440
H -0.696701 0.100975 1.561262 -0.4 -0.3 -0.1 0.406
H -0.183448 -2.930282 0.495753 0.6 0.2 0.7 0.159
```
Forces are in eV/Å.


C6H11N2S | ωB97M-V with the def2-TZVPD basis set

Output
2S+1	1
ΔE to the lowest compared entry with this formula, charge and spin	218.61	kJ/mol
net charge	+1

Structure (XYZ):
```
20
Properties=species:S:1:pos:R:3:forces:R:3:mulliken_charge:R:1
C 0.231006 -0.998510 0.157964 -0.7 0.9 -0.5 0.331
C -1.174206 -1.437412 0.163612 -2.4 -1.0 -1.8 -0.601
C 1.479585 -1.801167 0.118586 0.1 1.5 -2.9 -0.549
C -2.036851 -0.077411 -0.027532 1.4 -0.3 3.0 -0.461
C -0.970499 0.984853 0.418305 -1.3 0.3 -0.7 -0.746
C 2.033210 0.810779 0.492972 -0.6 0.8 -2.5 -0.165
N 0.286247 0.255690 0.330912 3.1 1.2 -0.1 0.000
N 2.419907 1.938074 -0.196698 0.3 -3.1 -3.2 -0.405
S 2.911693 -0.659423 -0.059293 -0.8 -0.1 -0.2 -0.076
H -1.549361 -2.001296 -0.732314 1.2 -0.1 0.7 0.282
H -1.311592 -2.159863 1.003445 -0.4 1.0 -0.2 0.329
H 1.480652 -2.264245 1.033749 0.5 -1.9 2.0 0.375
H 1.497153 -2.456920 -0.787838 -0.1 0.1 1.1 0.399
H -2.341276 0.052823 -1.084118 -0.3 -0.2 1.0 0.376
H -2.758674 0.049777 0.841641 -0.1 -0.6 -2.1 0.247
H -1.051201 1.860749 -0.308161 0.7 -0.9 1.4 0.301
H -1.203234 1.222089 1.490926 0.7 0.4 -1.1 0.379
H 2.128628 0.877349 1.501654 -0.4 0.6 3.0 0.515
H 2.343943 2.913852 -0.025021 -0.4 0.4 0.9 0.220
H 2.629069 1.677906 -1.218493 -0.4 1.0 2.1 0.249
```
Forces are in eV/Å.


Record order is preserved below.
HOMO: -12.406; -13.517 eV